15
Properties=species:S:1:pos:R:3:forces:R:3:mulliken_charge:R:1 method="wB97M-V/def2-TZVPD" e_above_lowest_ev=1.805 homo_ev=-9.9 spin_multiplicity=1 energy_ev=-8376.74768 e_lumo_ev=0.678 smiles="C=C.O.O.O"
C -5.1267 -0.7678 -3.3168 0.192 -0.571 -0.698 -0.41
C -4.5094 0.4298 -3.2143 -2.918 -1.388 0.150 -0.49
H -6.2138 -0.9983 -3.2102 0.728 1.208 -0.342 0.21
H -4.6721 -1.7317 -3.6545 0.477 1.004 0.941 0.20
H -5.0631 1.3406 -3.1603 -1.043 0.290 0.412 0.21
H -3.5321 0.6996 -3.0339 2.564 -0.543 -0.463 0.28
O 1.9034 -1.3947 2.5241 -2.268 -0.417 0.557 -0.64
H 2.2994 -1.0989 3.3361 0.802 0.317 0.461 0.32
H 0.9599 -1.4981 2.8556 1.529 0.041 -1.031 0.33
O 5.0577 -3.0091 1.7548 -0.009 -0.266 3.869 -0.62
H 4.9791 -2.9706 0.8608 0.003 0.257 -4.214 0.29
H 4.1422 -3.1364 2.0219 -0.058 0.069 0.358 0.32
O 2.8742 4.6687 2.1047 1.380 -0.117 0.078 -0.66
H 3.3377 5.4274 1.6676 -0.361 -1.256 0.720 0.33
H 3.5636 4.0395 2.4645 -1.019 1.372 -0.799 0.33

---

28
Properties=species:S:1:pos:R:3:forces:R:3:mulliken_charge:R:1 method="wB97M-V/def2-TZVPD" e_above_lowest_ev=0.000 homo_ev=-7.9 spin_multiplicity=1 energy_ev=-99095.78793 e_lumo_ev=0.649 smiles="O=CCc1cc(Br)c2c(c1)Nc1ccccc1S2"
O 4.4177 -1.4018 -0.4318 -0.063 0.156 -0.030 -0.47
C 4.4641 -0.2252 -0.1789 0.300 -0.167 0.045 -0.11
C 3.8380 0.3818 1.0461 -0.127 -0.138 0.100 -0.37
C 2.3681 0.7076 0.8691 -0.251 0.127 -0.016 0.26
C 1.7524 1.5122 1.8273 -0.025 -0.070 -0.216 -0.79
C 0.4034 1.8129 1.7196 0.090 -0.159 -0.246 0.09
Br -0.3731 2.9257 3.0246 -0.062 0.090 0.123 -0.21
C -0.3645 1.3504 0.6519 0.202 -0.038 0.041 0.68
C 0.2602 0.5441 -0.3054 0.042 0.176 0.160 0.21
C 1.6100 0.2157 -0.1873 -0.117 0.105 0.133 -0.85
N -0.4956 0.0874 -1.3951 0.121 -0.195 -0.006 -0.27
C -1.7750 -0.4348 -1.1337 -0.147 0.013 0.005 0.40
C -2.2191 -1.6145 -1.7225 -0.219 0.034 0.057 -0.67
C -3.5025 -2.0777 -1.4629 -0.022 0.145 0.124 -0.64
C -4.3341 -1.3922 -0.5854 0.084 0.093 0.027 -0.55
C -3.8801 -0.2335 0.0312 0.240 0.023 -0.142 -0.54
C -2.6121 0.2583 -0.2608 -0.098 -0.159 -0.039 0.62
S -2.0583 1.7922 0.4197 0.036 -0.013 0.054 -0.26
H 5.0187 0.4651 -0.8413 -0.091 0.042 -0.110 0.36
H 3.9499 -0.3382 1.8599 -0.026 -0.034 0.000 0.25
H 4.3754 1.2884 1.3240 0.032 0.050 -0.022 0.38
H 2.3297 1.9032 2.6528 -0.030 0.043 0.051 0.46
H 2.0440 -0.4405 -0.9293 0.077 -0.038 -0.017 0.29
H 0.0402 -0.4885 -2.0272 0.011 -0.005 -0.013 0.26
H -1.5761 -2.1710 -2.3921 0.099 0.036 -0.016 0.30
H -3.8524 -2.9859 -1.9329 0.025 -0.036 -0.039 0.37
H -5.3293 -1.7538 -0.3688 -0.012 -0.052 -0.026 0.38
H -4.5000 0.3125 0.7291 -0.068 -0.029 0.019 0.39

---

14
Properties=species:S:1:pos:R:3:forces:R:3:mulliken_charge:R:1 method="wB97M-V/def2-TZVPD" e_above_lowest_ev=2.865 homo_ev=-9.5 spin_multiplicity=1 energy_ev=-8833.33785 e_lumo_ev=0.865 smiles=CO[C@H]1C[C@H]1C#N
C -0.7863 -1.1240 1.4143 -0.072 0.148 0.074 -0.75
O -1.1670 -0.2517 0.3159 -0.616 0.170 0.148 -0.41
C -0.6149 0.7493 -0.4842 -0.069 -0.117 0.033 0.04
C 0.6604 1.5197 -0.3079 0.022 -0.115 0.297 -0.64
C 0.6133 0.3759 -1.3106 0.092 -0.252 -0.036 -0.20
C 1.0126 -0.9256 -0.8457 0.710 -1.063 0.177 0.32
N 1.2027 -1.9712 -0.3862 0.173 0.943 -0.740 -0.52
H -0.9057 -2.1732 1.0996 -0.018 0.576 -0.152 0.30
H 0.2217 -1.0694 1.8509 -0.195 0.562 -0.499 0.35
H -1.5233 -0.9149 2.1917 0.128 0.020 0.043 0.26
H -1.4337 1.2762 -0.9832 0.323 -0.291 0.160 0.33
H 1.2516 1.4356 0.5955 0.005 -0.225 -0.071 0.25
H 0.7204 2.5073 -0.7750 -0.254 -0.363 0.244 0.27
H 0.7480 0.5659 -2.3750 -0.230 0.006 0.321 0.37

---

Repeat the second record exactly.
28
Properties=species:S:1:pos:R:3:forces:R:3:mulliken_charge:R:1 method="wB97M-V/def2-TZVPD" e_above_lowest_ev=0.000 homo_ev=-7.9 spin_multiplicity=1 energy_ev=-99095.78793 e_lumo_ev=0.649 smiles="O=CCc1cc(Br)c2c(c1)Nc1ccccc1S2"
O 4.4177 -1.4018 -0.4318 -0.063 0.156 -0.030 -0.47
C 4.4641 -0.2252 -0.1789 0.300 -0.167 0.045 -0.11
C 3.8380 0.3818 1.0461 -0.127 -0.138 0.100 -0.37
C 2.3681 0.7076 0.8691 -0.251 0.127 -0.016 0.26
C 1.7524 1.5122 1.8273 -0.025 -0.070 -0.216 -0.79
C 0.4034 1.8129 1.7196 0.090 -0.159 -0.246 0.09
Br -0.3731 2.9257 3.0246 -0.062 0.090 0.123 -0.21
C -0.3645 1.3504 0.6519 0.202 -0.038 0.041 0.68
C 0.2602 0.5441 -0.3054 0.042 0.176 0.160 0.21
C 1.6100 0.2157 -0.1873 -0.117 0.105 0.133 -0.85
N -0.4956 0.0874 -1.3951 0.121 -0.195 -0.006 -0.27
C -1.7750 -0.4348 -1.1337 -0.147 0.013 0.005 0.40
C -2.2191 -1.6145 -1.7225 -0.219 0.034 0.057 -0.67
C -3.5025 -2.0777 -1.4629 -0.022 0.145 0.124 -0.64
C -4.3341 -1.3922 -0.5854 0.084 0.093 0.027 -0.55
C -3.8801 -0.2335 0.0312 0.240 0.023 -0.142 -0.54
C -2.6121 0.2583 -0.2608 -0.098 -0.159 -0.039 0.62
S -2.0583 1.7922 0.4197 0.036 -0.013 0.054 -0.26
H 5.0187 0.4651 -0.8413 -0.091 0.042 -0.110 0.36
H 3.9499 -0.3382 1.8599 -0.026 -0.034 0.000 0.25
H 4.3754 1.2884 1.3240 0.032 0.050 -0.022 0.38
H 2.3297 1.9032 2.6528 -0.030 0.043 0.051 0.46
H 2.0440 -0.4405 -0.9293 0.077 -0.038 -0.017 0.29
H 0.0402 -0.4885 -2.0272 0.011 -0.005 -0.013 0.26
H -1.5761 -2.1710 -2.3921 0.099 0.036 -0.016 0.30
H -3.8524 -2.9859 -1.9329 0.025 -0.036 -0.039 0.37
H -5.3293 -1.7538 -0.3688 -0.012 -0.052 -0.026 0.38
H -4.5000 0.3125 0.7291 -0.068 -0.029 0.019 0.39